{"formula": "C68H186B2ClN11O22", "method": "ωB97M-V with the def2-TZVPD basis set", "elements": ["O", "H", "H", "H", "O", "H", "H", "H", "O", "H", "H", "H", "Cl", "O", "O", "O", "O", "B", "H", "H", "H", "H", "B", "H", "H", "H", "H", "C", "O", "H", "H", "H", "H", "C", "O", "H", "H", "H", "H", "C", "O", "H", "H", "H", "H", "C", "O", "H", "H", "H", "H", "C", "C", "C", "O", "C", "N", "H", "H", "H", "H", "H", "H", "H", "H", "H", "H", "H", "C", "C", "C", "O", "C", "N", "H", "H", "H", "H", "H", "H", "H", "H", "H", "H", "H", "C", "C", "C", "O", "C", "N", "H", "H", "H", "H", "H", "H", "H", "H", "H", "H", "H", "C", "C", "C", "O", "C", "N", "H", "H", "H", "H", "H", "H", "H", "H", "H", "H", "H", "C", "C", "C", "O", "C", "N", "H", "H", "H", "H", "H", "H", "H", "H", "H", "H", "H", "C", "C", "C", "O", "C", "N", "H", "H", "H", "H", "H", "H", "H", "H", "H", "H", "H", "C", "C", "C", "O", "C", "N", "H", "H", "H", "H", "H", "H", "H", "H", "H", "H", "H", "C", "C", "C", "C", "C", "C", "N", "O", "C", "C", "C", "H", "H", "H", "H", "H", "H", "H", "H", "H", "H", "H", "H", "H", "H", "H", "H", "H", "H", "H", "C", "C", "C", "C", "C", "C", "N", "O", "C", "C", "C", "H", "H", "H", "H", "H", "H", "H", "H", "H", "H", "H", "H", "H", "H", "H", "H", "H", "H", "H", "C", "C", "C", "C", "C", "C", "N", "O", "C", "C", "C", "H", "H", "H", "H", "H", "H", "H", "H", "H", "H", "H", "H", "H", "H", "H", "H", "H", "H", "H", "C", "C", "C", "C", "C", "C", "N", "O", "C", "C", "C", "H", "H", "H", "H", "H", "H", "H", "H", "H", "H", "H", "H", "H", "H", "H", "H", "H", "H", "H"], "xyz": [[2.894, -6.314, 1.798], [2.687, -5.447, 1.440], [2.197, -6.601, 2.393], [2.916, -6.910, 1.045], [5.830, -1.536, -4.829], [5.723, -2.368, -5.295], [4.974, -1.158, -4.617], [6.377, -1.706, -4.059], [4.595, -2.049, -0.826], [5.398, -1.992, -1.349], [4.503, -1.238, -0.319], [4.656, -2.802, -0.234], [1.283, 0.172, -0.058], [1.721, -0.898, 0.763], [-0.175, 0.129, -0.111], [1.650, 1.468, 0.485], [1.894, -0.040, -1.330], [4.766, -4.199, 0.641], [5.315, -3.396, 1.108], [3.735, -3.889, 0.710], [5.072, -4.290, -0.389], [4.829, -5.160, 1.129], [7.116, -2.218, -2.372], [6.221, -1.642, -2.546], [7.164, -2.319, -1.298], [7.082, -3.178, -2.862], [7.975, -1.663, -2.716], [0.640, 0.469, 3.837], [1.622, 0.710, 4.822], [0.942, -0.353, 3.188], [-0.222, 0.131, 4.411], [0.264, 1.315, 3.261], [1.810, -0.172, 5.151], [-1.586, -3.198, 4.079], [-1.027, -4.403, 4.443], [-2.666, -3.132, 4.215], [-1.159, -2.304, 4.534], [-1.566, -3.024, 3.003], [-0.409, -4.307, 5.172], [3.753, 5.855, -3.205], [4.542, 4.871, -2.554], [2.777, 5.554, -3.585], [3.557, 6.664, -2.500], [4.315, 6.284, -4.034], [4.158, 4.794, -1.678], [0.926, 3.910, 5.297], [2.195, 3.259, 5.376], [0.188, 3.435, 4.650], [0.490, 3.815, 6.291], [1.061, 4.952, 5.006], [2.009, 2.352, 5.122], [1.102, -4.212, -0.506], [0.236, -4.429, 0.808], [-0.453, -5.783, 0.925], [0.473, -6.865, 0.648], [-0.178, -8.127, 0.733], [1.084, -4.228, 1.946], [2.004, -4.812, -0.617], [1.583, -3.234, -0.527], [0.481, -4.265, -1.401], [-0.555, -3.681, 0.865], [-1.167, -5.952, 0.119], [-0.960, -5.999, 1.865], [-0.675, -8.167, 1.702], [0.567, -8.884, 0.488], [-0.927, -8.375, -0.020], [0.430, -4.299, 2.713], [1.408, -3.281, 1.811], [2.577, 3.184, -6.103], [1.617, 3.077, -4.870], [0.349, 2.337, -5.109], [-0.722, 2.765, -4.221], [-0.684, 2.433, -2.865], [2.346, 2.498, -3.773], [2.994, 2.221, -6.399], [3.415, 3.830, -5.841], [2.045, 3.581, -6.967], [1.253, 4.085, -4.669], [0.368, 1.251, -5.190], [0.004, 2.717, -6.071], [-0.449, 1.368, -2.874], [-1.661, 2.692, -2.459], [0.025, 2.964, -2.230], [3.206, 3.010, -3.631], [1.828, 2.579, -2.910], [3.367, 6.252, 0.361], [3.068, 4.840, 0.855], [1.752, 4.727, 1.728], [0.696, 4.864, 0.749], [-0.563, 5.181, 1.348], [2.973, 3.970, -0.304], [3.653, 6.879, 1.206], [2.528, 6.742, -0.132], [4.188, 6.280, -0.356], [3.885, 4.597, 1.535], [1.704, 5.478, 2.517], [1.709, 3.797, 2.295], [-1.203, 4.313, 1.506], [-1.182, 5.744, 0.648], [-0.501, 5.588, 2.357], [3.135, 2.988, -0.133], [1.970, 3.894, -0.387], [5.322, 1.201, -1.657], [6.088, 0.977, -0.349], [6.373, 2.338, 0.410], [6.706, 2.007, 1.741], [7.040, 3.040, 2.694], [5.178, 0.097, 0.411], [5.974, 1.769, -2.320], [4.395, 1.763, -1.542], [5.150, 0.244, -2.149], [7.013, 0.431, -0.539], [5.579, 3.084, 0.461], [7.292, 2.777, 0.021], [8.038, 3.419, 2.473], [7.036, 2.570, 3.677], [6.327, 3.853, 2.557], [4.417, 0.662, 0.758], [5.722, 0.040, 1.260], [2.011, -1.589, -6.232], [2.078, -1.225, -4.739], [2.413, -2.505, -3.871], [3.710, -3.049, -4.060], [3.975, -4.299, -3.369], [3.193, -0.263, -4.587], [2.883, -2.116, -6.618], [2.008, -0.734, -6.909], [1.156, -2.235, -6.429], [1.121, -0.815, -4.417], [1.725, -3.299, -4.162], [2.191, -2.333, -2.818], [4.734, -4.093, -2.615], [4.325, -5.045, -4.083], [3.114, -4.615, -2.779], [3.135, 0.208, -3.695], [3.051, 0.463, -5.273], [3.419, -2.482, 3.516], [2.841, -3.049, 4.843], [3.800, -4.178, 5.534], [3.245, -4.510, 6.760], [4.112, -5.197, 7.702], [2.607, -1.830, 5.694], [3.622, -3.259, 2.779], [4.393, -2.077, 3.793], [2.947, -1.678, 2.951], [1.820, -3.404, 4.702], [4.846, -3.896, 5.655], [3.837, -5.010, 4.831], [4.452, -6.146, 7.287], [3.600, -5.170, 8.663], [5.006, -4.622, 7.945], [2.345, -2.137, 6.620], [3.448, -1.284, 5.813], [5.101, 0.616, 4.450], [5.234, 0.285, 5.935], [6.614, 0.703, 6.462], [7.708, -0.197, 5.999], [7.612, -1.586, 6.426], [4.129, 0.928, 6.643], [5.918, 0.151, 3.899], [5.108, 1.676, 4.199], [4.149, 0.318, 4.010], [5.088, -0.789, 6.051], [6.747, 0.741, 7.543], [6.796, 1.748, 6.215], [8.518, -2.106, 6.114], [6.891, -2.153, 5.837], [7.528, -1.721, 7.505], [4.336, 1.904, 6.801], [3.332, 1.057, 6.036], [-2.148, -0.380, -4.797], [-2.632, -1.600, -4.000], [-3.768, -1.060, -3.036], [-5.164, -0.841, -3.667], [-5.533, -2.012, -4.492], [-4.475, -2.492, -5.572], [-3.205, -2.698, -4.889], [-2.256, -3.303, -5.773], [-5.085, -3.839, -6.147], [-4.408, -1.512, -6.766], [-1.418, -2.158, -3.170], [-2.910, 0.390, -4.922], [-1.865, -0.552, -5.835], [-1.329, 0.074, -4.240], [-3.992, -1.888, -2.363], [-3.611, -0.131, -2.487], [-5.180, 0.076, -4.256], [-5.962, -0.647, -2.950], [-6.469, -1.774, -4.998], [-5.793, -2.794, -3.778], [-5.191, -4.633, -5.407], [-6.057, -3.700, -6.620], [-4.356, -4.206, -6.870], [-5.326, -1.440, -7.349], [-4.284, -0.516, -6.340], [-3.596, -1.742, -7.456], [-1.598, -3.101, -2.654], [-1.054, -1.451, -2.425], [-0.668, -2.409, -3.919], [-1.983, -4.107, -5.325], [-1.537, 8.048, -3.420], [-1.781, 6.750, -2.657], [-2.847, 7.005, -1.588], [-4.306, 7.069, -2.155], [-4.563, 5.809, -2.992], [-3.542, 5.459, -4.135], [-2.175, 5.634, -3.589], [-1.252, 5.346, -4.506], [-3.624, 3.905, -4.501], [-3.782, 6.197, -5.444], [-0.425, 6.349, -2.042], [-0.919, 7.849, -4.296], [-0.919, 8.724, -2.830], [-2.362, 8.668, -3.772], [-2.803, 6.171, -0.888], [-2.618, 7.851, -0.940], [-4.415, 7.898, -2.854], [-5.043, 7.311, -1.389], [-5.552, 6.032, -3.393], [-4.744, 4.943, -2.355], [-2.950, 3.614, -5.307], [-3.537, 3.331, -3.578], [-4.618, 3.572, -4.798], [-4.716, 5.983, -5.965], [-3.767, 7.262, -5.211], [-3.029, 5.961, -6.196], [0.316, 6.219, -2.830], [-0.538, 5.368, -1.580], [0.077, 7.079, -1.406], [-1.110, 4.421, -4.289], [-6.269, 2.904, 4.836], [-5.031, 2.434, 3.992], [-4.884, 0.921, 4.218], [-3.993, 0.258, 3.229], [-4.641, 0.488, 1.860], [-4.701, 2.007, 1.479], [-5.271, 2.764, 2.602], [-5.488, 4.057, 2.383], [-3.274, 2.614, 1.130], [-5.553, 1.975, 0.221], [-3.765, 3.041, 4.601], [-6.312, 2.492, 5.844], [-7.119, 2.392, 4.386], [-6.258, 3.994, 4.851], [-4.672, 0.710, 5.267], [-5.872, 0.467, 4.138], [-3.869, -0.801, 3.453], [-2.984, 0.666, 3.295], [-5.651, 0.083, 1.925], [-4.061, -0.207, 1.253], [-2.811, 2.045, 0.324], [-3.366, 3.544, 0.568], [-2.621, 2.658, 2.001], [-6.587, 1.656, 0.352], [-5.581, 3.010, -0.121], [-4.999, 1.418, -0.533], [-2.813, 2.725, 4.175], [-3.760, 2.890, 5.681], [-3.672, 4.125, 4.538], [-6.447, 4.092, 2.363], [-4.925, -6.692, 2.183], [-5.144, -5.183, 2.135], [-3.912, -4.504, 1.427], [-4.227, -3.234, 0.667], [-5.431, -3.368, -0.285], [-6.693, -3.809, 0.569], [-6.400, -5.038, 1.314], [-7.532, -5.583, 1.911], [-7.212, -2.666, 1.468], [-7.764, -4.125, -0.516], [-5.265, -4.528, 3.522], [-5.115, -7.119, 1.199], [-5.582, -7.095, 2.954], [-3.993, -6.905, 2.707], [-3.103, -4.409, 2.151], [-3.537, -5.273, 0.752], [-3.350, -3.007, 0.061], [-4.314, -2.469, 1.439], [-5.227, -4.059, -1.103], [-5.629, -2.420, -0.784], [-8.019, -3.042, 2.097], [-6.383, -2.234, 2.027], [-7.564, -1.893, 0.784], [-7.856, -3.500, -1.405], [-7.758, -5.173, -0.818], [-8.760, -4.014, -0.087], [-5.340, -3.442, 3.571], [-4.389, -4.833, 4.095], [-6.038, -4.947, 4.166], [-7.588, -4.989, 2.663]], "forces_ev_per_angstrom": [[1.3, -1.6, 0.7], [-0.5, 2.4, -0.1], [-0.9, 0.1, 0.2], [0.1, -0.6, -0.6], [1.2, 0.1, -2.8], [-0.4, -0.4, -0.1], [-2.4, 0.9, 0.5], [1.1, -0.3, 2.5], [-2.2, -0.1, -2.1], [1.5, 0.0, -0.8], [0.4, 2.2, 1.3], [0.2, -1.5, 1.0], [-2.0, 0.8, 0.2], [0.8, -1.2, 1.7], [0.7, 0.0, -0.5], [0.5, -0.4, -0.1], [0.1, 0.5, -1.3], [0.1, -1.1, 0.4], [2.4, 2.6, 2.1], [-4.3, 1.1, 0.0], [1.0, -0.6, -3.8], [0.8, -3.4, 1.9], [0.5, -0.2, 0.0], [-3.5, 2.3, -1.0], [0.4, -0.6, 4.0], [-0.4, -3.7, -1.9], [3.2, 2.3, -1.3], [-1.2, -1.0, 0.4], [0.1, 1.1, -0.7], [0.0, 0.2, -0.4], [-0.6, -0.2, -0.3], [0.8, 0.3, 0.1], [0.5, -0.8, 0.6], [-1.1, 1.9, -0.8], [0.5, -1.2, 0.1], [-0.2, -0.4, 0.8], [0.3, -0.2, 0.2], [0.7, -0.2, -0.3], [-0.1, 0.2, 0.1], [0.4, 0.7, 0.3], [-0.1, 0.2, -1.1], [-0.1, -0.6, 0.0], [-0.1, 0.3, -0.1], [0.1, -0.1, 0.0], [-0.4, -0.8, 0.5], [0.3, -0.3, 1.0], [-0.3, 0.8, -0.7], [0.3, -0.1, -0.5], [-0.3, 0.6, 0.2], [-0.1, 0.0, 0.1], [0.2, -0.6, 0.0], [-0.7, 0.2, 0.5], [0.3, -0.5, -1.8], [0.4, -1.1, -1.9], [0.1, 0.0, 0.3], [0.3, 0.1, -0.2], [0.5, -0.4, 0.1], [-0.4, -0.8, 0.2], [-0.5, 0.5, 0.4], [0.0, -0.2, 0.0], [-0.3, 0.1, -0.6], [-0.6, 0.8, 0.1], [0.1, 0.4, 0.4], [0.2, -0.7, 0.2], [0.2, -0.1, 0.9], [-0.4, 0.9, -0.3], [0.4, 0.4, 0.9], [0.4, 0.4, 0.7], [-0.9, -0.3, 0.6], [1.1, 0.1, -0.5], [-1.6, 0.7, -0.5], [0.5, 0.5, -1.2], [0.1, -0.9, 0.2], [0.5, -0.1, 0.5], [0.0, -0.1, 0.1], [-0.1, 0.1, -0.1], [0.1, 0.2, 0.0], [0.2, 0.5, 0.1], [0.4, -0.1, 0.4], [-0.3, -0.2, -0.2], [-0.2, -0.2, 1.0], [-0.1, -0.4, 0.0], [0.4, 0.2, -0.2], [0.3, 0.2, 0.2], [0.0, -0.1, 0.2], [-0.3, 0.5, 0.4], [-0.4, 0.3, 1.3], [0.7, 0.4, -1.4], [-0.4, 0.4, 1.7], [-0.6, -1.0, -0.3], [-0.4, -0.4, -0.2], [0.0, 0.1, 0.1], [-0.3, -0.2, 0.0], [0.1, -0.2, 0.2], [0.2, -0.5, -0.1], [-0.1, 0.6, -0.3], [-0.1, -0.5, -0.4], [0.4, -0.7, -0.1], [0.5, 0.7, 0.1], [0.3, 0.7, -0.2], [0.7, -0.2, 0.6], [-0.5, 0.3, -1.0], [1.4, 0.6, -0.5], [-2.0, 1.2, -0.5], [1.3, -0.8, 0.4], [0.0, -0.9, 1.5], [-0.1, -0.7, -1.8], [1.0, 0.8, 1.4], [-0.2, 0.2, -0.3], [0.0, -0.2, 0.2], [-0.2, 0.1, 0.1], [0.0, 0.1, 0.1], [-0.4, -0.1, -0.7], [-0.2, 0.4, -0.8], [0.2, 0.1, 0.1], [-0.2, 0.2, -0.1], [-0.1, 0.2, 0.5], [-0.7, 0.3, -0.3], [-0.1, -1.0, 0.8], [0.0, -0.3, -0.1], [2.0, -1.2, -0.3], [-1.1, -0.2, -0.4], [0.3, 0.1, -0.2], [0.0, 1.3, 0.4], [0.2, -0.8, 0.0], [0.3, -0.3, 0.6], [-0.6, 0.4, 0.3], [-0.1, 0.2, -0.1], [0.0, -0.1, 0.2], [-0.5, 0.0, -0.2], [0.3, 0.4, 0.2], [0.3, -0.2, -0.2], [-0.2, 0.0, 0.1], [-0.3, -0.2, -0.4], [-0.2, 0.2, 0.2], [0.1, 0.2, 0.1], [1.0, -1.1, 0.4], [0.9, 1.6, 0.3], [-1.1, 1.3, -1.5], [0.0, -0.5, 1.4], [-0.3, 1.3, -0.6], [-0.1, -1.0, -0.1], [0.0, -0.1, 0.1], [0.3, 0.0, -0.1], [-0.8, 0.0, 0.6], [0.2, -0.8, -0.1], [0.1, 0.7, -0.1], [-0.2, -0.5, -0.1], [-0.4, -0.3, 0.4], [-0.4, -0.9, -0.3], [0.3, 0.4, -0.5], [-0.1, 0.0, 0.3], [0.2, -0.2, 0.0], [0.5, -0.2, -0.7], [-0.5, 0.8, -0.8], [0.8, -1.5, 0.5], [-1.1, 0.2, 0.2], [0.4, 0.8, -0.9], [0.0, 0.4, 0.9], [0.0, -0.1, -0.3], [0.3, 0.2, 0.6], [-0.1, -0.5, 0.2], [0.5, -0.1, 0.1], [-0.8, -0.4, 0.4], [0.5, -0.2, -0.9], [0.5, 0.6, 0.1], [-0.8, 0.2, 0.4], [-0.4, 0.2, 0.0], [0.4, 0.3, 0.4], [-0.1, -0.5, -0.3], [0.2, 0.4, -0.3], [-0.6, 0.6, -0.2], [-1.4, -1.3, -0.3], [1.1, 1.0, -0.6], [-0.1, -0.5, -1.0], [-2.1, -0.6, 0.0], [-0.3, -0.5, 1.6], [0.1, 1.1, 0.0], [1.4, 0.3, 0.4], [-0.1, 0.6, 0.7], [-0.8, -0.3, -1.0], [-0.2, 0.0, 0.4], [0.5, -0.6, 0.1], [0.0, 0.1, -0.3], [0.5, 0.0, 0.6], [1.2, -0.3, 0.1], [0.2, 0.2, -0.3], [0.3, -0.2, 0.5], [-0.1, -0.2, -0.4], [0.3, -0.6, -0.3], [0.0, 0.2, 0.3], [0.1, 0.3, 0.0], [-0.2, -0.1, -0.3], [-0.2, -0.4, 0.1], [0.3, 0.2, -0.3], [0.1, 0.0, 0.2], [-0.6, 0.0, 0.1], [0.0, 0.2, -0.2], [0.4, 0.3, 0.2], [-0.2, -0.1, 0.2], [0.9, 0.8, -0.6], [0.1, 0.8, -1.0], [-1.1, -0.8, 0.2], [2.1, 0.1, -0.6], [-0.8, 0.1, -0.2], [-0.2, -1.4, 0.3], [-3.0, 0.9, 3.4], [1.8, 0.2, -1.8], [-1.1, 0.8, 0.9], [0.0, 0.9, 0.0], [0.0, -0.5, -0.6], [0.0, -0.2, -0.2], [0.0, 0.1, 0.3], [-0.5, -0.5, 0.2], [-0.2, -0.4, 0.0], [0.3, 0.4, -0.4], [0.3, 0.3, -0.1], [0.0, -0.7, 0.2], [-0.1, -0.4, -0.7], [0.4, -0.2, 0.2], [0.2, 0.1, 0.4], [0.9, -0.1, 0.0], [-0.4, 0.6, -0.4], [-0.3, -0.2, 0.5], [0.1, 0.2, -0.4], [0.4, 0.1, 0.3], [-0.2, -0.1, -0.3], [0.1, 0.1, 0.4], [-0.7, 0.1, 0.5], [0.9, -0.8, -0.6], [0.8, -0.8, -0.7], [0.4, -0.2, 1.5], [-1.3, 0.0, 0.5], [0.0, 0.2, 0.1], [1.2, -0.1, 1.5], [1.6, -0.9, 0.1], [-0.4, -4.6, 0.2], [-0.3, 2.7, -0.6], [-1.0, -1.0, -1.0], [0.3, 1.9, -0.1], [0.5, 1.2, 0.3], [0.7, 0.2, 0.2], [-0.4, 0.8, -0.4], [-0.6, -0.1, 0.0], [0.6, 0.4, 0.1], [-0.4, -0.1, -0.4], [-0.2, -0.3, -0.1], [0.1, 0.1, -0.3], [-0.2, 0.1, -0.1], [-0.1, 0.8, -1.2], [0.3, -0.7, 0.3], [-0.3, 0.6, 0.8], [-0.1, 0.2, -0.2], [0.2, -0.4, 0.1], [-0.3, 0.1, -0.4], [-0.3, -0.2, 0.0], [-0.1, -0.6, 0.0], [0.1, -0.4, 0.0], [-0.6, 0.3, -0.4], [-0.2, 0.6, -0.2], [-0.2, 0.5, 1.9], [-0.7, 1.1, -0.5], [-1.1, -1.6, -0.6], [0.6, -0.3, -0.3], [-0.2, -0.1, 2.2], [0.0, 0.3, -1.8], [2.1, 0.0, -2.0], [0.4, 0.5, 0.5], [0.8, -0.2, -1.0], [-1.3, -0.6, 0.9], [0.3, -0.9, 0.8], [0.4, -0.2, 0.3], [-0.7, -0.3, -0.5], [0.7, -0.1, -0.8], [-0.2, 0.3, 0.2], [0.0, 0.0, -0.5], [0.2, 0.4, 0.1], [-0.4, 0.5, -0.4], [0.0, -0.4, 0.3], [-0.2, 0.2, 0.2], [0.0, 0.3, 0.1], [-0.2, 0.0, 0.3], [-0.3, 0.1, 0.3], [0.9, 0.3, 0.1], [0.5, 0.0, -0.1], [-0.2, -0.1, 0.3], [0.1, 0.0, -0.4], [0.4, 0.2, 0.0], [-0.6, 0.0, -0.3], [-1.0, -0.2, 0.8]], "multiplicity": 1, "homo_lumo_gap_ev": 6.7941, "fmax_ha_per_bohr": 0.089, "e_tot_ha": -5468.861123, "homo_ev": -7.40, "e_lumo_ev": -0.60}